Density functional theory data (ωB97M-V/def2-TZVPD) for a 13-piece molecular cluster, C86H88N3OP overall.

DFT total energy = -3910.3309 a.u.
Lowest unoccupied orbital energy = -0.68 eV
Net charge = 0
Frontier orbital gap = 7.6 eV

```
179
C86H88N3OP, DFT ωB97M-V/def2-TZVPD
H 2.966 12.228 3.149
H 1.686 -0.588 -0.073
C 0.618 11.221 0.916
H -8.176 -9.034 2.168
H 1.068 4.384 3.045
C 0.488 2.554 -0.728
C 2.466 -3.582 1.326
N 3.050 3.295 -4.763
C -6.628 -7.612 1.713
C -1.906 -4.058 7.247
H 1.833 1.291 4.672
C -1.867 -4.825 6.086
C 6.916 2.889 -7.214
H 0.745 -5.828 -3.914
C 2.469 -7.102 -3.752
C 2.518 3.886 0.178
H -0.616 -5.149 -1.727
H 4.163 1.058 -9.968
H 2.945 8.769 0.612
C -5.851 -6.562 2.192
H -0.955 0.676 2.105
H -0.916 -3.553 1.615
C 8.267 2.637 -7.442
H 6.763 2.111 -3.921
C -1.518 -2.338 -3.401
C 1.184 -4.017 1.647
C 0.054 7.171 4.695
C -1.059 -4.524 -2.496
H -1.686 7.300 5.952
C -0.745 2.291 -1.674
C -0.955 -3.139 -2.411
C 1.362 -0.221 -8.542
C -5.851 -4.868 -7.806
C -1.928 1.479 -1.093
C -4.140 -3.207 -8.159
H -3.243 -3.183 -10.113
H -4.728 -5.328 8.640
H -4.628 -5.051 -10.966
H -1.501 -0.871 7.630
H 6.555 3.619 -1.802
H 0.339 8.206 4.852
C 8.536 2.008 -5.131
C 2.479 11.619 2.394
H -7.075 -6.378 5.352
C 0.264 -1.983 0.738
H -2.831 -6.364 4.934
H 9.167 1.669 -4.315
H -1.225 -1.653 5.295
H 1.043 -4.981 2.125
H 4.123 2.409 -7.893
P 4.483 2.212 -1.366
H -0.898 4.871 -0.897
H -0.964 3.480 4.137
H -5.412 -5.292 3.872
H -0.359 6.866 0.691
C 0.389 1.907 0.703
C -4.485 2.459 10.840
H 0.584 -0.954 -8.727
C 0.613 -7.521 -5.231
H -0.729 2.714 -2.733
C -0.679 4.516 4.293
C 2.340 1.478 -7.137
H -4.670 -6.677 6.564
H 1.713 6.750 3.393
H 4.981 4.624 -1.824
C 2.467 -9.059 -5.159
H -2.778 -0.923 10.059
C -2.861 -5.767 5.840
C -2.191 -2.921 -4.470
H 10.128 1.992 -6.577
C 0.937 1.267 6.626
H -6.302 -6.125 -9.491
O -0.021 7.024 -1.244
H -2.346 4.941 5.583
C 1.771 3.425 -1.185
H 1.211 1.979 1.484
C 0.462 5.024 3.679
H -3.669 -0.480 12.327
H 1.539 2.090 6.998
H 2.327 2.067 -6.224
C 2.468 9.676 0.968
H -3.538 -2.385 -7.787
C 1.229 -6.731 -4.265
H 3.774 0.332 0.247
N 3.032 4.228 1.201
C 1.100 0.820 5.319
H 3.647 -2.006 0.462
H -1.807 -6.188 -3.634
H -1.432 -1.258 -3.338
C -2.300 -4.307 -4.551
C -4.754 -4.704 -9.946
H -5.201 -3.470 -6.307
H -5.118 -6.091 1.546
H 4.286 1.876 1.117
C -6.950 -6.724 4.332
C 1.229 10.059 0.457
C -5.694 -5.309 -9.116
H 8.688 2.786 -8.431
H 4.055 -8.553 -3.800
C 2.376 -0.032 -9.476
C -3.254 0.027 10.279
H -1.061 -4.687 5.372
H -2.964 -3.645 9.073
H -4.770 1.682 12.825
C -4.375 1.490 11.833
H -2.632 -2.297 -5.240
H 0.759 12.901 2.250
H 2.952 -6.484 -3.002
H -0.350 -7.228 -5.637
H -0.435 -2.684 -1.576
H 0.448 -0.578 3.819
C -1.454 5.336 5.107
C -3.977 -3.654 -9.466
H 0.742 9.451 -0.299
H 0.869 4.643 -2.952
C 0.826 6.353 3.876
H 2.947 -9.968 -5.504
H -2.828 -4.762 -5.383
H 0.559 0.379 -6.639
H 2.391 -0.621 -10.387
N -2.050 0.923 0.216
C 3.093 10.459 1.933
C -3.893 -5.945 6.757
H 4.061 10.164 2.327
C 0.322 -0.231 4.840
H -2.832 1.334 -1.795
H -6.578 -5.345 -7.157
C -0.907 1.131 1.045
H -6.503 -7.959 0.693
C -1.085 6.662 5.312
H -4.969 3.406 11.058
H 0.748 -9.303 -6.428
C 0.083 -3.216 1.358
H 3.324 -4.205 1.555
C 0.093 5.522 -1.082
C 2.933 2.994 -3.593
C -3.757 0.275 11.553
H 5.585 0.781 0.429
C 2.647 -2.346 0.710
C -7.724 -7.777 3.853
C 1.239 11.999 1.888
C 3.351 1.670 -8.073
C -3.974 2.215 9.569
H 2.249 1.454 -2.142
C -7.567 -8.218 2.543
C -3.927 -5.185 7.922
C 5.530 3.777 -1.290
H 5.321 2.884 -5.765
C 1.545 -1.549 0.413
C 3.371 0.912 -9.240
C 9.077 2.193 -6.400
H -8.452 -8.253 4.503
C -5.076 -3.816 -7.328
C -2.935 -4.240 8.166
C 4.529 1.190 0.214
H -1.134 -3.320 7.435
C -3.361 0.998 9.288
C -6.015 -6.115 3.500
C 7.186 2.258 -4.910
C 1.388 4.783 -1.943
H 2.191 5.590 -1.930
H -0.595 -1.361 0.508
C -0.617 -0.836 5.670
C -1.729 -5.108 -3.567
H 1.552 7.133 0.042
H -4.054 2.973 8.797
C 0.594 6.538 0.160
H 6.285 3.237 -8.026
C 0.002 0.658 7.458
H -0.346 11.520 0.516
H -0.123 1.005 8.479
H -2.967 0.806 8.295
C -0.773 -0.394 6.980
C 1.347 0.531 -7.371
H 5.752 4.109 -0.207
C 2.752 2.487 -2.059
C 1.230 -8.686 -5.677
C 6.377 2.694 -5.947
C 3.088 -8.265 -4.200
```